[1]
The molecule C4H7N3 in a non-equilibrium geometry, computed with ωB97M-V/def2-TZVPD.

Geometry as ORCA input:
```
! RIJCOSX wB97M-V def2-TZVPD def2/J DEFGRID3
* xyz 0 1
N 1.58 0.07 -0.58
N -0.41 1.31 -0.34
N 2.10 -0.95 0.16
C -1.82 1.17 -0.67
C -0.04 -0.90 0.75
C 0.32 0.16 -0.12
C 1.18 -1.47 0.98
H 0.11 1.85 -1.00
H -2.21 2.15 -0.96
H 1.48 -2.06 1.81
H -1.98 0.46 -1.49
H -2.40 0.83 0.20
H 3.06 -1.28 0.14
H -0.98 -1.33 1.12
*
```

* HOMO level: -8.0524 eV
* frontier orbital gap: 9.1753 eV
* molar mass: 97.12 g mol⁻¹
* ΔE to the lowest compared entry with this formula, charge and spin: 0.988 eV
* DFT total energy: -320.8470 hartree
* SMILES string: CNc1cc[nH]n1

[2]
The molecule C4H7N3 in a non-equilibrium geometry, computed with ωB97M-V/def2-TZVPD.

Geometry as ORCA input:
```
! RIJCOSX wB97M-V def2-TZVPD def2/J DEFGRID3
* xyz 0 1
N -2.31 0.25 -0.64
N 1.25 0.27 -0.81
N -1.15 0.65 -1.37
C -1.98 -0.41 0.47
C -0.63 -0.36 0.60
C 2.14 0.00 0.32
C -0.14 0.25 -0.58
H -2.68 -1.00 1.05
H -0.08 -0.55 1.49
H 1.64 0.91 -1.48
H 2.06 0.74 1.13
H 3.19 0.00 -0.01
H -3.28 0.23 -0.94
H 1.98 -0.99 0.76
*
```

* HOMO level: -8.1317 eV
* frontier orbital gap: 9.2154 eV
* molar mass: 97.12 g mol⁻¹
* ΔE to the lowest compared entry with this formula, charge and spin: 1.036 eV
* DFT total energy: -320.8452 hartree
* SMILES string: CNc1cc[nH]n1

[3]
The molecule C4H7N3 in a non-equilibrium geometry, computed with ωB97M-V/def2-TZVPD.

Geometry as ORCA input:
```
! RIJCOSX wB97M-V def2-TZVPD def2/J DEFGRID3
* xyz 0 1
N 0.17 -0.62 0.97
N 2.36 -1.18 0.54
N 2.14 1.14 -1.64
C -1.08 -0.58 0.20
C 1.36 -0.46 0.25
C 1.59 0.56 -0.80
C -1.62 0.78 -0.31
H -1.98 0.79 -1.35
H 3.17 -0.85 0.01
H -0.98 1.69 -0.25
H 0.13 0.12 1.66
H -1.76 -0.98 0.95
H -2.45 0.98 0.35
H -1.05 -1.38 -0.57
*
```

* HOMO level: -10.2736 eV
* frontier orbital gap: 10.5326 eV
* molar mass: 97.12 g mol⁻¹
* ΔE to the lowest compared entry with this formula, charge and spin: 1.562 eV
* DFT total energy: -320.8259 hartree
* SMILES string: [H]/N=C(\C#N)NCC

[4]
A cluster of 2 separate species, C4H7N3 in total in a non-equilibrium geometry, computed with ωB97M-V/def2-TZVPD.

Geometry as ORCA input:
```
! RIJCOSX wB97M-V def2-TZVPD def2/J DEFGRID3
* xyz 0 1
N 0.77 -0.86 -0.16
N 2.07 1.80 0.48
N 1.90 -1.06 0.55
C -1.63 -0.08 -1.44
C 1.01 2.10 0.37
C -1.59 -0.54 -0.21
C -0.37 -1.00 0.36
H 2.52 -0.20 0.28
H -0.86 0.03 -2.22
H 0.01 2.45 0.20
H -2.69 0.19 -1.81
H -2.42 -0.56 0.47
H 1.74 -1.18 1.63
H -0.47 -1.09 1.50
*
```

* HOMO level (spin up / spin down): -8.3723 / -8.3717 eV
* frontier orbital gap (spin up / spin down): 9.0278 / 9.0274 eV
* molar mass: 97.12 g mol⁻¹
* ΔE to the lowest compared entry with this formula, charge and spin: 3.449 eV
* DFT total energy: -320.7566 hartree
* SMILES string: C=C/C=N/N.C#N

[5]
The molecule C4H7N3 in a non-equilibrium geometry, computed with ωB97M-V/def2-TZVPD.

Geometry as ORCA input:
```
! RIJCOSX wB97M-V def2-TZVPD def2/J DEFGRID3
* xyz 0 1
N -0.96 0.86 0.50
N 2.24 -0.10 -1.34
N -0.02 0.13 1.28
C -1.42 0.30 -0.55
C 1.33 0.66 1.03
C 1.87 0.22 -0.28
C -1.07 -1.08 -1.04
H -0.15 0.25 2.28
H -0.68 -1.72 -0.21
H 2.04 0.35 1.82
H -2.10 0.90 -1.15
H -2.00 -1.49 -1.44
H -0.35 -1.04 -1.87
H 1.27 1.75 0.98
*
```

* HOMO level: -8.9947 eV
* frontier orbital gap: 9.8431 eV
* molar mass: 97.12 g mol⁻¹
* ΔE to the lowest compared entry with this formula, charge and spin: 1.867 eV
* DFT total energy: -320.8147 hartree
* SMILES string: C/C=N\NCC#N

[6]
The molecule C4H7N3 in a non-equilibrium geometry, computed with ωB97M-V/def2-TZVPD.

Geometry as ORCA input:
```
! RIJCOSX wB97M-V def2-TZVPD def2/J DEFGRID3
* xyz 0 3
N 1.37 1.99 -0.21
N 2.53 1.54 0.12
N 2.58 0.25 -0.01
C 0.29 0.06 0.54
C -0.89 -0.89 0.40
C 1.54 -0.47 -0.03
C 0.28 1.30 -0.26
H -0.39 -1.88 0.62
H -1.30 -0.72 -0.62
H 1.49 2.96 -0.53
H 0.51 0.35 1.56
H 1.53 -1.47 -0.60
H -0.55 1.60 -1.08
H -1.66 -0.56 1.21
*
```

* HOMO level (spin up / spin down): -5.1564 / -9.5828 eV
* frontier orbital gap (spin up / spin down): 6.2602 / 8.2738 eV
* molar mass: 97.12 g mol⁻¹
* ΔE to the lowest compared entry with this formula, charge and spin: 1.801 eV
* DFT total energy: -320.6476 hartree

[7]
A cluster of 2 separate species, C4H7N3O in total in a non-equilibrium geometry, computed with ωB97M-V/def2-TZVPD.

Geometry as ORCA input:
```
! RIJCOSX wB97M-V def2-TZVPD def2/J DEFGRID3
* xyz 0 1
O -1.96 -1.26 -0.21
N -1.85 1.39 0.18
N -0.78 -0.77 -0.04
N 0.35 1.33 -0.42
C 1.47 0.74 -0.45
C -0.71 0.66 0.27
C 0.33 -1.36 -0.20
C 1.59 -0.62 0.13
H -2.62 0.70 0.30
H -1.92 1.65 -0.73
H 1.45 -0.31 1.19
H 2.31 1.12 -1.10
H 0.22 -2.46 -0.38
H 2.41 -1.17 -0.16
H -0.29 0.36 1.63
*
```

* HOMO level: -8.8780 eV
* frontier orbital gap: 9.3739 eV
* molar mass: 113.12 g mol⁻¹
* ΔE to the lowest compared entry with this formula, charge and spin: 4.724 eV
* DFT total energy: -395.9748 hartree

[8]
The molecule C4H7N3O in a non-equilibrium geometry, computed with ωB97M-V/def2-TZVPD.

Geometry as ORCA input:
```
! RIJCOSX wB97M-V def2-TZVPD def2/J DEFGRID3
* xyz 0 1
O -0.72 -0.67 -2.35
N -0.52 -0.06 -0.98
N 0.38 -0.69 -0.18
N 1.74 0.36 1.76
C -0.58 -1.28 0.78
C -0.03 1.36 -1.01
C 1.00 0.43 0.66
C 0.75 1.54 -0.01
H 1.57 -0.47 2.45
H -1.60 -1.90 0.20
H -1.20 -0.39 1.43
H 1.56 2.25 -0.01
H -1.84 -0.67 -2.34
H -0.54 2.33 -1.57
H 0.05 -2.13 1.18
*
```

* HOMO level: -8.4660 eV
* frontier orbital gap: 8.5442 eV
* molar mass: 113.12 g mol⁻¹
* ΔE to the lowest compared entry with this formula, charge and spin: 8.221 eV
* DFT total energy: -395.8463 hartree
* SMILES string: [H]/N=c1/ccn(O)n1C

[9]
A cluster of 2 separate species, C4H7N3O in total in a non-equilibrium geometry, computed with ωB97M-V/def2-TZVPD.

Geometry as ORCA input:
```
! RIJCOSX wB97M-V def2-TZVPD def2/J DEFGRID3
* xyz 0 1
O -2.55 -0.94 0.44
N -1.02 0.60 -0.24
N 0.99 2.03 0.28
N 1.27 0.69 0.08
C 0.25 -0.14 -0.02
C 1.64 -2.08 0.10
C -2.30 0.20 -0.03
C 0.40 -1.71 -0.20
H 0.28 2.34 -0.20
H 2.48 -1.33 0.22
H -1.05 2.03 -0.21
H -0.60 -2.23 -0.57
H -3.22 0.90 -0.32
H 1.69 -3.21 0.46
H 1.74 2.87 0.20
*
```

* HOMO level: -8.5419 eV
* frontier orbital gap: 8.1994 eV
* molar mass: 113.12 g mol⁻¹
* ΔE to the lowest compared entry with this formula, charge and spin: 6.759 eV
* DFT total energy: -395.9000 hartree

[10]
A structure of composition C4H7N3O in a non-equilibrium geometry, computed with ωB97M-V/def2-TZVPD.

Geometry as ORCA input:
```
! RIJCOSX wB97M-V def2-TZVPD def2/J DEFGRID3
* xyz 0 1
O -1.11 0.81 -2.66
N 1.45 -0.48 -0.43
N -0.88 -0.52 2.23
N -0.47 0.76 -0.35
C 0.43 -0.13 0.28
C -0.17 0.63 -1.62
C 1.04 -0.02 -1.65
C 0.42 -0.23 1.70
H 1.41 -0.96 1.79
H -1.22 -1.48 1.71
H -1.50 0.92 -0.11
H -0.94 -0.58 3.25
H -0.50 1.04 -3.53
H 1.19 -0.39 -2.78
H 0.84 0.64 2.16
*
```

* HOMO level: -8.0542 eV
* frontier orbital gap: 8.6642 eV
* molar mass: 113.12 g mol⁻¹
* ΔE to the lowest compared entry with this formula, charge and spin: 3.066 eV
* DFT total energy: -396.0357 hartree

[11]
The molecule C4H7N3O in a non-equilibrium geometry, computed with ωB97M-V/def2-TZVPD.

Geometry as ORCA input:
```
! RIJCOSX wB97M-V def2-TZVPD def2/J DEFGRID3
* xyz 0 1
O 1.69 0.65 -0.20
N -0.15 0.36 0.99
N 0.81 -1.03 -1.99
N 0.35 0.48 -0.30
C -1.01 -0.73 0.93
C -1.02 -1.29 -0.30
C 0.09 -0.58 -1.06
C -0.92 1.62 1.48
H -1.58 -2.22 -0.39
H 2.06 -0.15 0.37
H -1.59 1.26 2.29
H -1.77 -0.85 1.74
H -1.72 1.84 0.75
H -0.20 2.42 1.80
H 1.46 -0.31 -2.14
*
```

* HOMO level: -8.6566 eV
* frontier orbital gap: 9.3912 eV
* molar mass: 113.12 g mol⁻¹
* ΔE to the lowest compared entry with this formula, charge and spin: 4.687 eV
* DFT total energy: -395.9762 hartree
* SMILES string: [H]/N=c1/ccn(C)n1O

[12]
A structure of composition C4H7N3O in a non-equilibrium geometry, computed with ωB97M-V/def2-TZVPD.

Geometry as ORCA input:
```
! RIJCOSX wB97M-V def2-TZVPD def2/J DEFGRID3
* xyz 0 1
O -2.14 -1.41 0.05
N 0.39 -1.19 -0.30
N 2.69 -0.21 0.08
N -1.94 1.41 0.01
C 0.55 1.04 0.23
C -0.91 -0.84 -0.29
C -0.87 0.57 -0.01
C 1.33 -0.11 -0.15
H -2.13 2.00 -0.99
H -1.89 -1.95 1.21
H -2.82 0.54 0.12
H 2.86 0.29 1.04
H 3.15 0.00 -1.01
H 0.92 2.12 -0.14
H 0.80 -2.25 0.14
*
```

* HOMO level: -7.0827 eV
* frontier orbital gap: 6.9484 eV
* molar mass: 113.12 g mol⁻¹
* ΔE to the lowest compared entry with this formula, charge and spin: 7.375 eV
* DFT total energy: -395.8774 hartree

[13]
A structure of composition C4H7N3O in a non-equilibrium geometry, computed with ωB97M-V/def2-TZVPD.

Geometry as ORCA input:
```
! RIJCOSX wB97M-V def2-TZVPD def2/J DEFGRID3
* xyz 0 1
O 0.93 -2.32 0.18
N 0.08 -0.20 0.15
N 3.65 1.14 0.63
N 2.72 -0.68 -0.73
C 3.25 0.24 0.03
C -1.24 -0.70 0.52
C 0.26 1.22 0.02
C 0.96 -1.15 0.02
H -1.71 -1.18 -0.34
H 3.19 -1.58 -0.75
H 1.25 1.45 -0.36
H -0.50 1.62 -0.65
H -1.16 -1.43 1.32
H -1.86 0.13 0.85
H 0.15 1.69 1.01
*
```

* HOMO level: -9.2904 eV
* frontier orbital gap: 9.7534 eV
* molar mass: 113.12 g mol⁻¹
* ΔE to the lowest compared entry with this formula, charge and spin: 2.237 eV
* DFT total energy: -396.0662 hartree

[14]
The molecule C4H7N3O in a non-equilibrium geometry, computed with ωB97M-V/def2-TZVPD.

Geometry as ORCA input:
```
! RIJCOSX wB97M-V def2-TZVPD def2/J DEFGRID3
* xyz 0 1
O -1.05 1.09 -0.16
N -2.33 -0.89 0.24
N -0.18 -1.21 -0.32
N 1.15 -0.43 -0.53
C 2.27 -0.67 0.31
C -1.31 -0.14 0.13
C 0.32 1.67 -0.13
C 1.20 0.54 0.47
H 2.15 -1.44 1.17
H 0.49 1.99 -1.20
H 3.11 -0.80 -0.33
H -3.28 -0.28 0.69
H -0.33 -1.96 -1.15
H 0.14 2.66 0.36
H 0.68 0.39 1.33
*
```

* HOMO level: -8.4274 eV
* frontier orbital gap: 9.3362 eV
* molar mass: 113.12 g mol⁻¹
* ΔE to the lowest compared entry with this formula, charge and spin: 7.527 eV
* DFT total energy: -395.8718 hartree
* SMILES string: [H]/N=C1/NN2C[C@H]2CO1

[15]
The molecule C4H7N3O2 in a non-equilibrium geometry, computed with ωB97M-V/def2-TZVPD.

Geometry as ORCA input:
```
! RIJCOSX wB97M-V def2-TZVPD def2/J DEFGRID3
* xyz 0 1
O -2.98 -0.99 -0.47
O -2.99 0.79 0.77
N 1.74 -2.65 -0.12
N -2.33 0.09 0.05
N -1.19 0.14 -0.38
C 1.81 -1.41 -0.14
C -0.42 1.34 -0.25
C 1.74 -0.06 -0.19
C 0.90 0.93 0.50
H -0.78 2.14 0.43
H 0.67 0.55 1.45
H 2.43 -3.14 0.45
H -2.31 -1.53 -0.83
H 1.44 1.81 0.74
H 2.64 0.30 -0.76
H -0.37 1.72 -1.24
*
```

* HOMO level: -8.7772 eV
* frontier orbital gap: 9.5035 eV
* molar mass: 129.12 g mol⁻¹
* ΔE to the lowest compared entry with this formula, charge and spin: 6.471 eV
* DFT total energy: -471.1652 hartree
* SMILES string: N=C=CCC/N=[N+](\[O-])O

[16]
The molecule C4H7N3O2 in a non-equilibrium geometry, computed with ωB97M-V/def2-TZVPD.

Geometry as ORCA input:
```
! RIJCOSX wB97M-V def2-TZVPD def2/J DEFGRID3
* xyz 0 1
O -2.46 -1.94 -0.08
O -1.72 2.42 0.28
N -2.22 0.31 -0.01
N -1.38 1.23 0.35
N -0.37 -1.16 0.05
C 1.61 -0.29 1.07
C 0.59 -0.26 -0.05
C -1.83 -0.95 0.01
C 0.61 0.67 -1.21
H 2.49 -0.96 0.80
H 0.97 -0.60 1.97
H 2.05 0.59 1.09
H -0.35 -1.93 0.62
H 0.55 1.75 -1.14
H 1.53 0.71 -1.74
H -0.07 0.40 -2.00
*
```

* HOMO level (spin up / spin down): -8.5068 / -8.5072 eV
* frontier orbital gap (spin up / spin down): 7.4871 / 7.4879 eV
* molar mass: 129.12 g mol⁻¹
* ΔE to the lowest compared entry with this formula, charge and spin: 5.276 eV
* DFT total energy: -471.2091 hartree

[17]
A structure of composition C4H7N3O2P in a non-equilibrium geometry, computed with ωB97M-V/def2-TZVPD.

Geometry as ORCA input:
```
! RIJCOSX wB97M-V def2-TZVPD def2/J DEFGRID3
* xyz 1 3
P -1.62 1.33 -0.17
O -3.66 -0.27 0.10
O 1.30 1.94 0.44
N -3.17 0.96 -0.12
N 0.52 -0.58 -0.31
N 2.80 0.15 -0.20
C -2.93 -1.29 0.17
C -0.75 -0.34 -0.18
C 1.61 0.99 -0.43
C -1.57 -1.42 0.19
H -3.53 -2.22 0.23
H -1.31 -2.48 0.44
H 2.87 -0.57 -0.95
H 2.76 -0.45 0.66
H 3.70 0.82 0.05
H 1.48 1.51 -1.31
H 1.51 1.92 1.40
*
```

* HOMO level (spin up / spin down): -9.8402 / -12.4031 eV
* frontier orbital gap (spin up / spin down): 5.8688 / 5.8928 eV
* molar mass: 160.09 g mol⁻¹
* DFT total energy: -812.1617 hartree

[18]
The molecule C4H7N3O2S in a non-equilibrium geometry, computed with ωB97M-V/def2-TZVPD.

Geometry as ORCA input:
```
! RIJCOSX wB97M-V def2-TZVPD def2/J DEFGRID3
* xyz 0 1
S -1.35 2.70 -2.63
O 2.87 0.97 1.05
O 2.34 -1.03 1.90
N -1.51 -0.35 -0.19
N -1.61 1.01 -0.65
N -0.39 -1.99 0.75
C -0.27 -0.69 0.39
C 0.81 0.11 0.42
C 2.06 0.07 1.11
C -1.28 1.16 -1.90
H -1.79 -1.06 -0.85
H 3.32 -1.08 2.07
H -1.21 -2.36 1.26
H 0.81 1.11 -0.20
H -1.59 1.64 0.10
H -1.62 2.12 -3.80
H 0.42 -2.35 1.15
*
```

* HOMO level: -8.4137 eV
* frontier orbital gap: 9.0845 eV
* molar mass: 161.19 g mol⁻¹
* ΔE to the lowest compared entry with this formula, charge and spin: 2.508 eV
* DFT total energy: -869.4573 hartree

[19]
A cluster of 2 separate species, C4H7N3OS in total in a non-equilibrium geometry, computed with ωB97M-V/def2-TZVPD.

Geometry as ORCA input:
```
! RIJCOSX wB97M-V def2-TZVPD def2/J DEFGRID3
* xyz 0 1
S -0.72 0.87 1.26
O -0.93 -0.01 -1.19
N 3.20 1.39 0.25
N 2.12 -0.36 -0.59
N 2.32 0.90 -0.60
C 3.07 -0.86 0.20
C -1.48 0.71 -0.19
C -2.72 1.55 -0.47
C 3.75 0.24 0.73
H -3.68 0.96 -0.45
H -0.22 -0.56 -0.98
H -2.61 2.36 0.37
H 3.06 -1.86 0.29
H -2.57 2.18 -1.30
H 4.51 0.19 1.47
H 1.67 1.50 -1.03
*
```

* HOMO level: -8.7270 eV
* frontier orbital gap: 9.0896 eV
* molar mass: 145.19 g mol⁻¹
* ΔE to the lowest compared entry with this formula, charge and spin: 2.200 eV
* DFT total energy: -794.2494 hartree
* SMILES string: c1cn[nH]n1.CC(O)=S

[20]
The molecule C4H7N3S in a non-equilibrium geometry, computed with ωB97M-V/def2-TZVPD.

Geometry as ORCA input:
```
! RIJCOSX wB97M-V def2-TZVPD def2/J DEFGRID3
* xyz 0 1
S -2.45 -0.28 0.23
N 1.46 -0.73 -0.61
N -1.63 1.21 -0.19
N 0.47 2.17 0.02
C -1.05 -1.20 -0.47
C -0.25 1.12 -0.08
C 1.21 -0.76 0.83
C 0.14 -0.33 -0.10
H -2.05 2.06 0.07
H 1.42 1.93 0.06
H 1.67 -0.01 1.47
H 1.98 0.07 -0.88
H -1.14 -1.27 -1.57
H 1.18 -1.78 1.27
H -0.96 -2.19 -0.06
*
```

* HOMO level: -8.3650 eV
* frontier orbital gap: 9.1079 eV
* molar mass: 129.19 g mol⁻¹
* ΔE to the lowest compared entry with this formula, charge and spin: 2.225 eV
* DFT total energy: -719.0208 hartree
* SMILES string: [H]/N=C1/NSC[C@]12CN2